Arrangement A

C4H14NO2 | wB97M-V/def2-TZVPD

Results
* highest occupied orbital energy: -14.1 eV
* gap between HOMO and LUMO: 5.238 eV
* molecular weight: 108.16 g/mol

Structure (ORCA input):
```
! RIJCOSX wB97M-V def2-TZVPD def2/J DEFGRID3
* xyz 1 1
C -0.877 -0.136 -1.223
C 0.233 -0.973 -0.587
C 0.766 -0.486 0.741
C 0.804 -1.388 1.840
N 1.161 0.729 0.876
H -0.602 0.916 -1.260
H -1.124 -0.435 -2.223
H -1.707 -0.105 -0.536
H -0.281 -1.909 -0.307
H 1.044 -1.290 -1.233
H 0.117 -2.221 1.819
H 1.389 -1.122 2.718
H 7.253 -0.507 0.534
H 1.843 0.965 1.603
H 1.658 1.534 -0.707
H 2.455 2.356 -1.776
H 7.004 -0.920 -0.028
O 1.693 1.777 -1.639
H -5.133 -0.299 -0.257
H -4.992 0.897 0.666
O -4.487 0.172 0.281
*
```

***

Arrangement B

C4H14NO2 | wB97M-V/def2-TZVPD

Results
* highest occupied orbital energy: -15.2 eV
* gap between HOMO and LUMO: 11.074 eV
* molecular weight: 108.16 g/mol

Structure (ORCA input):
```
! RIJCOSX wB97M-V def2-TZVPD def2/J DEFGRID3
* xyz 1 1
C -2.625 -0.253 1.184
C -1.603 -0.455 0.070
C -0.178 -0.007 0.542
C 1.821 -0.521 -0.741
N 0.714 0.078 -0.592
H -2.582 0.803 1.468
H -3.617 -0.552 0.869
H -2.284 -0.811 2.058
H -1.559 -1.527 -0.160
H -1.850 -0.016 -0.896
H -0.423 0.945 1.015
H 0.126 -0.797 1.224
H 2.343 -1.110 -0.006
H 2.098 -0.629 -1.787
H 0.333 0.705 -1.331
H -0.046 0.934 -3.622
H -0.705 2.085 -2.900
O -0.427 1.162 -2.776
H 3.996 -0.565 2.093
H 3.289 0.650 2.422
O 3.177 -0.119 1.867
*
```

***

Arrangement C

C4H14NO2 | wB97M-V/def2-TZVPD

Results
* highest occupied orbital energy: -14.1 eV
* gap between HOMO and LUMO: 10.556 eV
* molecular weight: 108.16 g/mol

Structure (ORCA input):
```
! RIJCOSX wB97M-V def2-TZVPD def2/J DEFGRID3
* xyz 1 1
C 1.073 -1.725 -1.441
C -0.100 -1.332 -0.571
C -0.435 0.130 -0.891
C 0.710 1.096 -1.096
O -1.179 0.627 0.232
N 0.272 -1.482 0.939
H 1.047 -1.444 -2.504
H 2.032 -1.342 -1.070
H 1.333 -2.799 -1.530
H -1.084 -1.795 -0.568
H -1.012 0.215 -1.828
H 0.459 2.176 -0.982
H 1.456 0.901 -0.323
H 1.212 1.195 -2.063
H -2.128 0.557 0.108
H 0.144 -0.575 1.413
H -0.268 -2.265 1.298
H 1.260 -1.729 1.000
H -0.527 1.925 1.433
H 0.235 2.585 2.790
O -0.562 2.385 2.285
*
```

***

Among the structures above, stability is greatest for arrangement B.